Entry 1:
An isolated molecule of C11H18, computed with the ωB97M-V functional and the def2-TZVPD basis.

Positions of all 29 atoms, in Å:
C -1.8655 1.1840 2.1591
C -1.5502 0.1538 1.4660
C -1.1859 -0.9326 0.8060
C -1.3769 -2.3624 1.4300
C -0.5917 -0.7892 -0.5373
C -1.3594 -1.6650 -1.6049
C 0.4086 0.0416 -0.8037
C 0.8199 0.0870 -2.2683
C 1.1019 0.9044 0.2171
C 2.6424 0.6631 0.2789
C 0.8045 2.3392 0.0705
H -1.2624 1.5240 3.0496
H -2.8004 1.8231 1.9149
H -1.6712 -2.1912 2.4573
H -0.3159 -2.8787 1.5782
H -2.1507 -2.9435 0.7759
H -1.6028 -1.1674 -2.5038
H -2.2678 -2.0650 -1.0202
H -0.6503 -2.4064 -1.9596
H 0.1347 0.5003 -2.8993
H 1.1267 -1.0162 -2.5006
H 1.7964 0.6080 -2.5423
H 0.8406 0.3725 1.1621
H 3.2339 1.4371 -0.3384
H 2.8392 -0.4544 0.0649
H 2.9061 1.1085 1.2582
H 1.4622 3.0278 0.7110
H -0.3280 2.4889 0.5347
H 0.8619 2.6088 -0.9562

Forces on atoms 1 to 2 (eV/Å):
C -1.477 2.598 1.324
C 0.422 -2.170 -0.693

Results
Kohn-Sham gap in eV: 9.088
F_max in eV Å⁻¹: 5.27
Relative energy (zero: lowest compared OMol25 entry of this formula, charge and spin) in eV: 4.4667
LUMO in eV: 0.87
Structure (SMILES): C=C=C(C)/C(C)=C(/C)C(C)C

Entry 2:
A structure of composition C45H95N5O23S3, computed with the ωB97M-V functional and the def2-TZVPD basis.

Positions of all 171 atoms, in Å:
C -1.6491 -6.3675 3.5098
C -1.4936 -5.8227 2.0999
O -1.3273 -6.6123 1.1704
N -1.6314 -4.5078 1.9341
C -1.7082 -3.7890 0.6560
H -1.6534 -7.4490 3.4337
H -2.6142 -6.0205 3.8907
H -0.9299 -5.9936 4.2397
H -1.5881 -3.8964 2.7375
H -1.7492 -2.7418 0.9370
H -2.5642 -4.1257 0.0760
H -0.7958 -3.9694 0.0861
C 2.1729 -0.1563 0.0365
C 0.7875 -0.2267 0.6511
O 0.3090 -1.2935 1.0421
N 0.0938 0.9105 0.6660
C -1.2389 1.0282 1.2092
H 2.6037 -1.1382 -0.1364
H 2.8482 0.4580 0.6347
H 2.0655 0.3522 -0.9271
H 0.4042 1.7253 0.1573
H -1.8164 1.7036 0.5731
H -1.3063 1.4579 2.2078
H -1.7673 0.0846 1.0969
C -3.9359 -1.5197 -1.6593
C -5.0896 -2.2575 -0.9827
O -5.0657 -2.4896 0.2182
N -6.0426 -2.7271 -1.8044
C -7.1270 -3.6086 -1.3911
H -3.1104 -2.2211 -1.7918
H -3.6063 -0.7529 -0.9657
H -4.2268 -1.1283 -2.6330
H -5.8488 -2.7825 -2.7903
H -7.3132 -3.5979 -0.3247
H -7.0193 -4.5774 -1.8774
H -8.0303 -3.1811 -1.8428
C -1.6869 4.2569 5.5249
C -2.3732 3.5485 4.3766
O -1.7325 2.9700 3.5031
N -3.7132 3.6233 4.3601
C -4.5532 3.0239 3.3565
H -1.9136 3.7677 6.4728
H -2.1417 5.2518 5.5791
H -0.6188 4.4086 5.4187
H -4.1864 4.1354 5.0842
H -5.1901 3.7278 2.8146
H -5.2204 2.3407 3.8920
H -4.0821 2.4414 2.5702
C -2.9372 -0.6048 3.2626
C -1.4308 -0.7815 3.3223
O -0.9344 -1.9083 3.2662
N -0.6948 0.3435 3.3470
C 0.7542 0.3872 3.4708
H -3.3973 -1.2712 3.9958
H -3.3484 -0.9226 2.3029
H -3.3093 0.3877 3.5165
H -1.1692 1.2453 3.3002
H 1.1542 -0.5388 3.8750
H 1.0112 1.1733 4.1797
H 1.2265 0.5562 2.5020
C 5.4625 -4.4201 -4.5179
C 6.7786 -4.6667 -3.7217
O 6.5713 -3.9895 -2.5005
S 5.0411 -3.5299 -2.2121
O 4.9830 -2.2688 -1.5385
O 4.3247 -4.6807 -1.7423
O 4.8214 -3.3601 -3.8341
H 4.8172 -5.2925 -4.6114
H 5.6149 -4.0032 -5.5125
H 7.6709 -4.2383 -4.1690
H 6.8827 -5.7413 -3.5790
C 1.8150 -4.0454 1.3288
C 1.6654 -2.7867 2.1497
O 2.9828 -2.2502 2.3041
S 4.0463 -3.4617 2.4386
O 4.0784 -3.9181 3.8077
O 5.2609 -3.0161 1.8144
O 3.1762 -4.4636 1.4904
H 1.7139 -3.7892 0.2678
H 1.1317 -4.8768 1.4892
H 1.2786 -3.0288 3.1403
H 1.1005 -2.0069 1.6492
C 3.7722 4.0513 -0.0133
C 3.3929 5.4016 -0.6381
O 2.1930 5.1915 -1.3519
S 2.1564 3.6816 -1.9497
O 2.8699 3.5330 -3.1836
O 0.8126 3.1815 -1.8425
O 3.0315 3.0924 -0.7510
H 3.4079 3.9437 1.0077
H 4.8320 3.8135 -0.0474
H 4.1944 5.8147 -1.2596
H 3.2876 6.1919 0.1066
C 6.7484 1.6278 2.5588
C 6.4887 0.1443 2.2977
C 5.0172 0.1357 1.8517
O 4.6584 1.4914 1.5827
C 5.3698 2.2612 2.5487
H 7.3353 2.0925 1.7660
H 7.2665 1.7823 3.5075
H 6.6337 -0.3647 3.2495
H 7.2096 -0.2010 1.5610
H 4.3593 -0.1984 2.6554
H 4.9786 -0.4857 0.9602
H 4.8061 2.3119 3.4887
H 5.4247 3.2931 2.1891
C 0.5367 -3.9700 -1.0763
C -0.0391 -5.3425 -1.3169
C -1.5015 -4.9395 -1.5329
O -1.4529 -3.6865 -2.2382
C -0.1579 -3.0869 -2.0960
H 1.6187 -3.8969 -1.2150
H 0.2771 -3.5595 -0.0989
H -0.0091 -6.0490 -0.4851
H 0.4156 -5.8585 -2.1636
H -1.9879 -4.8129 -0.5607
H -2.0911 -5.6360 -2.1277
H -0.0696 -2.0372 -1.7978
H 0.2846 -3.1331 -3.0989
C -3.9692 3.9696 -1.4136
C -4.5750 5.2992 -1.0305
C -5.4136 4.9100 0.1691
O -5.9934 3.6823 -0.2841
C -5.1363 2.9912 -1.2177
H -3.1589 3.7152 -0.7224
H -3.5328 3.9977 -2.4131
H -5.2121 5.6657 -1.8381
H -3.8117 6.0539 -0.8253
H -6.2366 5.6046 0.3256
H -4.7802 4.7539 1.0467
H -5.6897 2.8621 -2.1476
H -4.8054 2.0421 -0.7974
C 1.4842 -0.8034 -4.7335
C 2.7379 -0.3412 -4.0901
C 3.8254 -0.7506 -5.1115
O 3.2304 -1.8144 -5.8820
C 1.9114 -2.0844 -5.4041
H 1.1221 -0.0982 -5.4863
H 0.7456 -0.9437 -3.9406
H 2.8630 -0.8335 -3.1196
H 2.8240 0.7257 -3.8723
H 4.7333 -1.0628 -4.6041
H 3.9319 0.1222 -5.7588
H 2.0066 -2.8784 -4.6538
H 1.2096 -2.3499 -6.1930
C -1.4028 1.2427 -2.7351
C -2.2560 0.0062 -2.9652
C -3.3855 0.6944 -3.8020
O -2.7977 1.8143 -4.4453
C -1.4042 1.9249 -4.0807
H -0.4397 0.9501 -2.3075
H -1.9014 1.8159 -1.9478
H -2.4947 -0.4057 -1.9872
H -1.7440 -0.6934 -3.6268
H -4.2144 1.0059 -3.1615
H -3.7605 -0.0484 -4.5098
H -1.1300 2.9755 -4.0349
H -0.8994 1.3385 -4.8537
C -1.0739 6.0611 2.5824
C 0.2821 5.8572 1.9288
C 0.2709 4.3666 1.7058
O -1.0951 4.0778 1.2969
C -1.9825 4.9572 2.0173
H -1.5089 7.0129 2.2752
H -0.9052 6.0003 3.6576
H 1.0853 6.2314 2.5681
H 0.4394 6.3892 0.9878
H 0.4791 3.7277 2.5677
H 0.8679 4.0054 0.8660
H -2.5471 4.5308 2.8475
H -2.6286 5.4546 1.2960

Forces on atoms 1 to 2 (eV/Å):
C -0.436 0.586 0.081
C 0.090 -1.014 -0.054

Results
Kohn-Sham gap in eV: 8.312
F_max in eV Å⁻¹: 5.89
LUMO in eV: 0.04